Entry from the OMol25 dataset: a structure of composition C26H32N3 (the ωB97M-V functional and the def2-TZVPD basis).

XYZ file:
```
61
C26H32N3, DFT the ωB97M-V functional and the def2-TZVPD basis
H -1.151 0.858 4.017
H -1.761 6.313 -1.072
C 1.571 -1.500 2.188
H 7.617 4.143 3.596
C -0.816 1.395 1.937
H 6.853 3.359 4.983
C 3.511 4.240 3.002
H 1.495 4.907 2.705
H -1.161 -0.880 0.684
C 3.798 3.249 1.964
H -1.351 4.432 0.543
H 5.801 2.351 1.486
C -1.923 -1.424 2.658
C 5.166 2.945 2.130
H 7.399 2.362 3.599
H 2.250 -0.617 4.043
C 0.691 3.807 0.837
H -1.304 1.201 0.966
C 2.318 4.841 3.403
H -1.533 -1.755 3.638
H 5.435 4.731 5.817
H 1.246 5.636 5.072
H 1.566 5.668 -2.394
C 2.314 4.357 -0.850
H -0.735 6.481 -2.520
H -3.263 0.094 1.911
H 3.482 1.165 3.009
C 4.653 4.323 3.847
C -1.741 1.055 3.109
C 4.565 4.758 5.156
C -0.008 5.117 -1.029
N 1.730 1.286 1.901
C 2.871 0.545 2.345
C 6.944 3.323 3.890
H -0.478 -2.381 1.391
C 2.216 5.277 4.715
H -0.666 2.466 1.998
C -1.113 5.781 -1.775
H 3.529 -1.311 3.028
C 2.587 -0.763 3.011
C -2.677 -0.121 2.820
C -0.796 -1.349 1.614
N 0.410 -0.647 2.063
H -2.361 1.940 3.332
H 0.536 3.362 1.820
C 3.306 5.217 5.590
H 3.347 4.336 -1.221
C 1.959 3.633 0.323
H -1.745 5.037 -2.271
C 0.534 0.690 1.949
H 1.945 -1.782 1.180
H 3.189 5.560 6.625
H 3.508 0.291 1.479
N 5.639 3.503 3.287
C 1.319 5.105 -1.501
H -2.616 -2.204 2.314
H 1.294 -2.431 2.695
C -0.331 4.461 0.153
H -3.395 -0.218 3.644
C 2.804 2.660 1.067
H 3.223 1.905 0.370
```

The total charge is +1. The value obtained for the LUMO energy is -0.111 Eh. Its energy above the lowest of the compared OMol25 structures with the same formula, charge and spin is 37.3 kcal per mole. The HOMO energy is -10.73 eV.

---

Entry from the OMol25 dataset: a cluster of 4 separate species, C26H32N4O11S in total (the ωB97M-V functional and the def2-TZVPD basis).

XYZ file:
```
74
C26H32N4O11S, DFT the ωB97M-V functional and the def2-TZVPD basis
N 0.981 -6.900 1.716
C 2.087 4.163 2.129
H 2.849 4.947 2.015
H 0.117 4.509 3.033
N 4.538 -2.699 0.496
H 1.985 1.584 1.175
H -2.975 1.080 -3.911
C 0.388 2.999 0.736
O -3.643 4.606 -2.506
C -1.303 -3.610 0.413
C -1.944 -4.733 0.925
H 1.420 5.436 3.772
H 2.128 4.907 -1.547
O 2.194 -6.806 1.649
O 0.392 -7.870 2.144
O 0.435 6.055 0.946
H 3.881 -5.105 1.460
C 4.890 -5.065 1.081
C -4.017 1.361 -3.870
H -5.917 4.023 -2.948
C -1.203 -5.823 1.355
H -1.881 -2.760 0.077
O 0.262 0.640 1.587
S -1.082 -0.121 1.158
C 1.169 4.458 3.336
H 5.324 -7.107 1.524
H 1.911 -4.628 0.711
H 1.416 6.565 -1.360
H -3.023 -4.759 0.997
N 1.456 4.005 0.803
O 5.005 -1.678 0.035
H -0.313 3.104 1.581
C 0.835 -4.648 0.752
H 7.644 -6.986 0.666
C 0.082 -3.567 0.325
H 1.256 3.694 4.123
H -2.936 3.986 -0.180
C 7.501 -4.920 0.112
H -7.722 2.465 -3.665
C -3.757 3.820 0.535
H -1.671 -6.708 1.759
C -6.686 2.158 -3.721
H 7.047 -2.856 -0.336
H 0.373 5.187 -1.753
C 7.009 -6.110 0.634
C -4.377 2.613 -3.406
H 2.643 3.231 2.306
C -3.063 1.632 0.797
O -3.394 2.805 1.465
C 6.695 -3.793 0.066
H -4.770 -0.488 -4.631
H -7.136 0.214 -4.503
C -5.691 3.035 -3.319
H 0.581 -2.690 -0.067
C 0.978 1.579 0.744
O -2.225 0.901 1.699
C 0.175 -5.751 1.258
C 5.403 -3.895 0.551
O -2.158 3.153 -3.064
C 5.709 -6.182 1.117
C 1.272 5.489 -1.192
H -3.922 4.749 1.094
C 1.000 5.260 0.263
N -3.312 3.534 -2.966
H 8.514 -4.866 -0.262
H -0.180 3.169 -0.191
C -5.025 0.497 -4.266
C -6.354 0.894 -4.192
O -1.166 -0.137 -0.309
O 3.400 -2.807 0.918
H -2.515 1.834 -0.129
H 1.034 1.156 -0.270
H -4.677 3.564 -0.021
H -3.941 1.007 0.548
```

The total charge is 0. The value obtained for the LUMO energy is -0.028 Eh. Its energy above the lowest of the compared OMol25 structures with the same formula, charge and spin is 0.0 kcal per mole. The HOMO energy is -8.94 eV.

---

Entry from the OMol25 dataset: a structure of composition C26H32N4OOsS2 (the ωB97M-V functional and the def2-TZVPD basis).

XYZ file:
```
66
C26H32N4OOsS2, DFT the ωB97M-V functional and the def2-TZVPD basis
C 1.796 -1.094 3.952
H -2.465 -0.581 1.932
H -2.106 5.400 -6.081
H 2.110 4.742 -4.348
H 3.196 -1.745 5.431
H 2.336 -1.827 -4.146
C -4.978 0.564 -0.859
H -3.330 3.509 -0.620
H 1.968 3.259 -3.425
H -1.350 1.098 2.618
H 0.246 1.712 3.060
O -0.303 1.882 -6.122
S -0.866 2.304 0.030
C 1.477 -0.824 -2.471
C -0.174 4.544 -5.719
C 0.292 2.214 -5.134
C -1.809 -1.270 1.406
H -0.606 -2.448 -0.698
C 0.678 4.871 -2.733
H 0.108 -2.239 1.700
C 1.631 -0.430 2.748
H -1.327 -1.408 -1.952
C 0.793 1.177 -4.177
H -5.962 0.161 -1.053
H 5.154 -0.775 4.272
H -0.026 4.215 -6.749
H -0.086 4.265 -2.244
H -4.119 -1.360 -0.540
H 4.850 0.420 2.127
C -4.763 1.935 -0.885
N 0.284 -0.204 2.181
C -3.930 -0.295 -0.572
H 1.410 5.177 -1.987
C -2.435 1.586 -0.332
H -1.842 4.972 -4.387
H 0.204 5.769 -3.126
C 2.728 0.112 2.089
H 0.329 5.500 -5.583
H -2.337 -2.222 1.325
C 1.806 -0.948 -3.807
H -0.742 -1.794 3.181
C 4.000 -0.007 2.644
C -0.385 0.828 3.035
H -5.579 2.610 -1.104
C 4.166 -0.677 3.843
C -0.514 -1.472 2.163
C 1.396 4.087 -3.837
C 1.443 0.057 -4.685
C 3.068 -1.223 4.493
C -3.504 2.440 -0.619
N 0.802 0.236 -1.985
Os 0.415 0.291 0.094
H 1.756 -1.584 -1.752
H -2.357 -2.443 -0.945
C -1.461 -1.821 -0.956
H -2.172 3.706 -5.591
N 0.488 3.587 -4.847
H 1.650 -0.015 -5.744
C -2.661 0.208 -0.321
N -1.565 -0.710 0.029
C -1.672 4.656 -5.416
H -0.061 2.056 -2.400
C 0.481 1.225 -2.833
H 0.951 -1.507 4.488
S 2.515 0.945 0.547
H -0.505 0.434 4.045
```

The total charge is +2. The value obtained for the LUMO energy (spin up / spin down) is -0.224 / -0.370 Eh. Its energy above the lowest of the compared OMol25 structures with the same formula, charge and spin is 10.3 kcal per mole. Its spin multiplicity is 5. The HOMO energy (spin up / spin down) is -12.10 / -13.32 eV. Its expectation value of S² is 6.034.

---

Entry from the OMol25 dataset: a structure of composition C26H32NO4OsS2 (the ωB97M-V functional and the def2-TZVPD basis).

XYZ file:
```
66
C26H32NO4OsS2, DFT the ωB97M-V functional and the def2-TZVPD basis
C 1.466 0.087 7.881
Os -0.147 -0.554 2.123
C 1.445 -1.453 1.093
H 2.625 -0.818 2.885
C 0.634 0.620 5.633
O 0.756 0.571 -1.353
H -0.871 1.813 -5.709
C -1.233 -1.395 -7.068
C 1.286 -1.260 -7.307
H 0.451 -0.946 -2.736
C -2.376 0.749 3.019
H -1.423 0.081 5.197
H -2.373 -1.444 3.602
C 1.179 1.205 4.389
H -2.606 2.424 1.550
H 2.164 -0.618 -7.178
S 0.477 1.527 2.765
H 0.650 1.270 -8.195
H -0.206 -2.539 0.071
C -0.616 0.059 5.939
C -0.758 0.833 -3.186
H -0.936 -0.678 -1.623
C -2.397 1.374 1.740
S 3.119 1.349 5.970
H -0.984 -3.213 2.577
C 0.008 -0.522 -6.955
H -2.530 1.250 3.969
H -1.785 1.105 -2.916
H 1.374 -2.111 -6.621
C -2.197 -0.905 1.408
H 1.106 1.905 -3.640
N 2.437 1.543 4.446
H 0.932 1.888 -5.927
H 0.766 -2.158 4.297
C 0.216 -0.476 8.189
O 0.187 -0.044 -5.572
C 1.644 0.621 6.610
C -0.809 -0.490 7.218
C 0.476 1.991 -1.567
H -2.331 -1.873 0.939
H -0.281 3.020 -3.373
H -2.275 0.516 -0.331
H -1.773 -0.935 7.483
C -0.165 0.899 -7.560
O 3.350 2.634 6.582
C 0.019 1.314 -6.115
H -1.097 -2.279 -6.436
H -0.433 2.309 -1.004
H -0.804 0.394 -4.177
C -0.126 -2.629 2.307
H -2.136 -0.859 -6.749
C 0.796 -2.064 3.223
H 2.287 0.120 8.599
H 2.003 -1.026 0.270
C -2.242 0.376 0.747
C 0.176 2.077 -3.061
C -0.146 -0.172 -2.218
C 1.768 -1.340 2.473
H 1.265 -1.639 -8.329
H 0.042 -0.902 9.185
H -1.168 1.176 -7.917
H -1.383 -1.731 -8.100
C -2.264 -0.673 2.836
C 0.271 -2.251 0.987
O 4.150 0.342 5.928
H 1.346 2.552 -1.204
```

The total charge is +1. The value obtained for the LUMO energy (spin up / spin down) is -0.126 / -0.252 Eh. Its energy above the lowest of the compared OMol25 structures with the same formula, charge and spin is 0.0 kcal per mole. Its spin multiplicity is 5. The HOMO energy (spin up / spin down) is -9.21 / -11.60 eV. Its expectation value of S² is 6.046.

---

Entry from the OMol25 dataset: a structure of composition C26H33As2B11Br6N3O8Pd (the ωB97M-V functional and the def2-TZVPD basis).

XYZ file:
```
90
C26H33As2B11Br6N3O8Pd, DFT the ωB97M-V functional and the def2-TZVPD basis
C 1.214 1.094 3.372
H 3.368 2.754 0.412
H 3.603 1.843 5.258
H -1.703 -5.591 -2.757
C 0.219 -1.151 3.767
H 1.152 -2.746 1.528
H -4.535 2.836 0.222
C 4.283 -2.656 -2.918
As 1.983 2.712 2.510
N 0.353 2.125 -2.743
H 3.084 4.029 -3.172
H 4.355 0.608 -0.848
N 2.222 0.383 -2.404
Br -5.245 -0.563 -0.554
H -1.267 4.252 2.678
C -3.741 2.925 -0.509
B -4.869 -3.675 -1.526
C 0.748 -0.047 2.858
O 0.512 -0.938 5.034
H 4.278 -3.544 -3.536
As 0.633 -0.380 0.919
H 1.301 5.695 -3.814
C 5.379 -1.224 -1.319
C 4.337 -0.322 -1.404
C 0.007 -1.921 5.989
H 2.450 -1.914 -3.739
B -1.622 -3.035 -2.001
H -1.084 4.982 -3.705
H 2.630 -1.729 1.448
C 2.031 3.783 -3.142
C -0.782 5.225 2.647
H 0.464 -2.886 5.792
C -3.894 -4.326 -2.758
B -2.526 -2.329 -0.680
Br -2.211 -0.202 -3.339
C 3.227 -1.761 -3.005
O -2.478 2.893 0.249
C 0.783 1.620 4.749
H -2.407 -3.314 -4.504
C -0.417 2.226 0.855
H -6.016 -3.933 -1.437
H 6.185 -3.085 -2.026
C -0.597 3.001 -3.058
C 5.353 -2.394 -2.075
H -0.046 5.317 3.438
C -1.596 1.985 -0.024
C 3.252 -0.609 -2.231
C 2.921 1.105 5.678
B -4.314 -2.679 -2.869
H 2.621 1.143 0.598
O 1.025 4.605 -0.352
B -2.142 -4.085 -0.661
H 0.291 -1.547 6.965
H -3.789 3.891 -1.003
H -5.074 -2.283 -3.681
O -1.639 1.113 -0.830
B -2.712 -3.302 -3.363
O -0.296 2.148 4.720
H 2.914 0.194 5.082
Br 0.245 -2.366 -2.218
H 1.909 -2.355 -0.059
B -4.177 -2.035 -1.220
O -0.126 5.451 1.356
H -3.950 -5.993 -0.869
H 6.226 -1.009 -0.680
C 1.652 2.516 -2.775
B -2.847 -1.836 -2.404
B -2.282 -4.663 -2.315
O 1.594 1.670 5.776
H -4.365 -5.000 -3.460
N 2.635 1.550 -2.522
Br -0.845 -4.785 0.596
C -0.287 4.300 -3.441
Br -4.328 -3.556 1.697
C 0.410 3.051 1.265
C 3.121 1.961 1.118
H 4.042 1.599 1.576
H 3.229 0.877 6.690
C 1.700 -2.006 0.946
Br -1.661 -1.325 0.904
C 1.036 4.694 -3.497
H -1.072 -1.998 5.900
B -3.634 -4.904 -1.191
H -1.620 2.649 -3.025
Pd 0.210 0.158 -2.321
C 0.446 4.509 0.681
H -1.519 6.012 2.735
B -3.770 -3.473 -0.146
H -3.783 2.104 -1.217
O -0.364 -2.112 3.344
```

The total charge is +3. The value obtained for the LUMO energy is -0.416 Eh. Its energy above the lowest of the compared OMol25 structures with the same formula, charge and spin is 0.0 kcal per mole. The HOMO energy is -16.10 eV.

---

Entry from the OMol25 dataset: a cluster of 2 separate species, C26H33BIN4O10 in total (the ωB97M-V functional and the def2-TZVPD basis).

XYZ file:
```
75
C26H33BIN4O10, DFT the ωB97M-V functional and the def2-TZVPD basis
H -0.095 1.689 3.306
C -0.518 -6.029 0.790
C 1.459 1.744 -3.045
H 1.135 -6.099 4.400
C 0.269 -2.644 -1.972
C 2.510 0.189 -4.549
O 0.360 -0.429 1.551
C 0.723 -4.276 1.469
C -2.039 -2.107 -0.502
C -1.932 0.204 1.441
N -0.913 2.427 -0.493
C 1.112 -5.173 3.827
N 0.426 2.516 1.420
H 1.261 -1.303 -0.658
H -3.814 1.834 1.626
O -2.946 3.195 0.316
H -2.928 -1.905 0.074
H -3.005 -3.476 -1.830
H 0.610 1.029 -0.930
H 1.869 2.513 -0.095
C 1.831 0.438 4.274
C -0.697 -0.558 0.988
O 2.713 1.745 4.048
O -2.528 3.229 -1.916
C 2.716 2.198 -2.676
N 1.067 4.442 0.135
C -0.830 -1.489 -0.159
O -0.115 -6.309 2.054
H 0.376 0.392 -4.292
H -4.746 2.355 -3.918
I -3.019 3.896 3.107
O -1.286 -6.671 0.156
H -5.424 3.945 -1.685
O 0.078 -4.888 0.350
H 0.841 3.219 3.369
C 3.873 1.659 -3.232
C -0.933 -3.257 -2.308
H -2.773 0.001 0.789
C 1.526 3.181 0.685
H -0.913 0.813 -1.816
H 2.353 3.345 1.374
H 2.485 0.097 5.080
C 0.318 -1.768 -0.903
C -0.684 2.207 0.835
H 2.017 -4.606 4.045
N -1.719 1.665 1.639
H 0.018 -3.571 1.920
C 1.934 1.436 3.041
C 1.016 -5.467 2.352
H 1.019 5.131 0.875
H -0.999 -3.960 -3.121
C 3.770 0.646 -4.181
C 1.357 0.727 -3.990
H 1.616 -3.742 1.150
H 0.248 -4.602 4.169
H -2.207 -0.204 2.416
H 2.225 -0.370 3.580
O -4.694 4.240 -2.240
H 1.914 -5.992 2.012
C -2.348 2.533 -0.769
C -2.081 -2.986 -1.572
B -3.834 3.182 -2.440
H 2.807 2.997 -1.953
C -0.203 1.549 -1.431
H -2.757 1.512 -0.884
H 1.183 -2.842 -2.510
H 1.749 4.749 -0.546
C 0.668 2.287 2.841
H 4.842 2.028 -2.942
H 4.672 0.258 -4.624
C -2.929 2.443 1.489
H 2.429 1.052 2.158
H 2.428 -0.593 -5.287
O -4.211 2.089 -3.164
O 0.298 2.288 -2.520
```

The total charge is +1. The value obtained for the LUMO energy is -0.123 Eh. The HOMO energy is -11.69 eV.

---

Entry from the OMol25 dataset: a structure of composition C26H33BO4S (the ωB97M-V functional and the def2-TZVPD basis).

XYZ file:
```
65
C26H33BO4S, DFT the ωB97M-V functional and the def2-TZVPD basis
C 2.403 -3.774 -0.256
H 3.075 -5.302 -2.484
H -4.119 0.513 1.548
H -0.068 3.419 1.482
H 4.816 -5.479 -2.870
H -1.519 3.129 2.496
C -1.851 2.948 0.359
C -0.011 0.062 -0.907
C 3.613 -3.246 -0.772
C -2.012 -1.341 -3.926
H -1.199 -2.238 -2.103
B -1.175 1.307 -0.886
C 1.282 0.157 4.513
C 2.128 0.446 -2.129
H 1.544 0.554 -3.050
H 4.821 -1.468 -0.913
H -3.109 4.522 1.028
S 2.394 0.190 3.167
C 2.208 -1.850 1.271
C 1.470 1.024 5.704
C 0.491 -1.573 3.147
O 1.332 0.378 -0.905
C 4.100 -5.234 -2.075
C -4.203 2.204 -0.537
H -3.946 2.192 2.133
O -2.326 0.739 -0.381
C -1.282 -1.350 -2.729
C 3.981 -1.930 -0.402
H -1.542 1.905 -4.878
H -3.949 2.630 -1.515
H 0.857 -3.558 1.237
H 2.530 1.096 5.979
H 2.758 1.332 -2.002
C -3.432 1.356 1.649
C -0.969 2.798 1.608
O 4.412 -3.870 -1.688
H -0.162 -2.371 2.832
C -0.753 0.990 -3.121
H -4.824 1.315 -0.698
H -0.624 1.753 1.728
H 1.095 2.037 5.514
H 3.681 -0.302 0.938
H 0.911 0.593 6.538
H 2.765 -0.445 -2.217
C -1.479 0.982 -4.304
C 1.730 -3.096 0.770
O -0.974 2.650 -0.758
H -2.588 1.047 2.267
H -0.492 -0.948 5.036
H 2.027 -4.723 -0.646
C -2.981 1.816 0.290
H -1.647 5.077 0.179
H -0.236 -0.618 -0.062
H 4.242 -5.910 -1.224
H -2.548 -2.236 -4.244
C 0.304 -0.791 4.316
C -0.662 -0.174 -2.288
C 1.625 -1.214 2.420
C -2.434 4.323 0.186
H -3.014 4.395 -0.746
H -0.228 1.907 -2.834
C -2.099 -0.198 -4.737
H -2.646 -0.200 -5.690
H -4.808 2.931 0.022
C 3.321 -1.277 0.616
```

The total charge is 0. The value obtained for the LUMO energy is 0.024 Eh. Its energy above the lowest of the compared OMol25 structures with the same formula, charge and spin is 18.1 kcal per mole. The HOMO energy is -7.20 eV.